Model w:
The following is a DFT calculation (wB97M-V/def2-TZVPD) of an isolated ion of composition C5H11N3 and charge +2.

* M: 113.16 u
* frontier orbital gap (spin up / spin down): 7.7 / 9.3 eV
* LUMO energy (spin up / spin down): -10.9 / -10.4 eV

ORCA input file:
```
! wB97M-V def2-TZVPD RIJCOSX def2/J DEFGRID3
* xyz 2 1
C 0.382 -1.897 0.669
C 1.531 0.181 0.294
C 2.379 1.279 -0.035
C -1.322 0.123 -1.422
C -2.097 0.415 0.875
N -0.717 -1.421 0.416
N 1.536 -1.056 0.583
N -1.191 -0.334 -0.026
H 0.379 -2.993 0.805
H 1.849 2.184 0.148
H 2.427 1.245 -1.153
H 3.466 1.199 0.338
H -1.523 -0.688 -2.142
H -2.180 0.901 -1.466
H -0.423 0.584 -1.781
H -2.860 -0.234 1.214
H -1.632 0.895 1.787
H -2.528 1.223 0.301
H 2.523 -1.606 0.595
*
```

What are the Mulliken partial charges on each atom? They are as follows, in elementary charge units:
1 C -0.10
2 C 0.51
3 C -0.89
4 C -0.62
5 C -0.80
6 N -0.27
7 N -0.15
8 N 0.45
9 H 0.44
10 H 0.36
11 H 0.35
12 H 0.37
13 H 0.37
14 H 0.29
15 H 0.30
16 H 0.39
17 H 0.33
18 H 0.31
19 H 0.38


Model x:
The following is a DFT calculation (wB97M-V/def2-TZVPD) of an isolated ion of composition C5H11N3 and charge +2.

* M: 113.16 u
* frontier orbital gap: 10.4 eV
* LUMO energy: -9.3 eV

ORCA input file:
```
! wB97M-V def2-TZVPD RIJCOSX def2/J DEFGRID3
* xyz 2 1
C 0.750 1.141 -0.054
C -1.502 0.077 0.035
C -2.952 0.344 -0.095
C 0.624 -1.178 -0.029
C 2.875 -0.037 0.060
N -0.986 -1.077 0.270
N -0.627 1.152 -0.080
N 1.499 0.122 -0.088
H 1.099 2.201 0.052
H -3.111 1.410 0.137
H -3.811 -0.404 0.296
H -3.001 -0.001 -1.168
H 1.017 -2.001 0.621
H -1.374 -2.011 0.447
H 0.679 -1.706 -1.037
H 3.490 0.904 -0.014
H 3.227 -0.183 1.104
H 3.153 -0.893 -0.630
H -1.050 2.138 0.174
*
```

What are the Mulliken partial charges on each atom? They are as follows, in elementary charge units:
1 C 0.08
2 C 0.57
3 C -1.01
4 C -0.65
5 C -0.72
6 N -0.13
7 N -0.15
8 N 0.06
9 H 0.39
10 H 0.31
11 H 0.39
12 H 0.36
13 H 0.40
14 H 0.29
15 H 0.43
16 H 0.33
17 H 0.37
18 H 0.31
19 H 0.37


What are the relative energies? In hartree: model w 0.1562; model x 0.0000.


Model w:
The following is a DFT calculation (wB97M-V/def2-TZVPD) of a 10-piece molecular cluster, C35H95N15O15 overall.

* M: 966.23 u
* frontier orbital gap: 7.9 eV
* LUMO energy: 0.1 eV

ORCA input file:
```
! wB97M-V def2-TZVPD RIJCOSX def2/J DEFGRID3
* xyz 0 1
C -1.540 5.815 5.188
O -1.824 6.615 4.229
N -1.134 6.290 6.279
N -1.868 4.587 5.359
H -0.878 5.715 7.069
H -0.972 7.287 6.302
H -2.415 4.049 4.702
H -1.676 4.192 6.269
C -1.088 -0.098 -0.450
O -1.352 -1.203 -0.851
N -0.537 0.884 -1.192
N -1.414 0.436 0.679
H -0.233 0.725 -2.142
H -0.654 1.821 -0.835
H -0.927 1.299 0.877
H -1.470 -0.278 1.390
C -0.086 -2.415 2.122
O -0.679 -1.425 2.458
N 0.046 -2.833 0.941
N 0.606 -3.223 2.869
H 0.021 -3.824 0.745
H -0.548 -2.292 0.329
H 0.858 -4.144 2.541
H 0.576 -3.069 3.867
C -0.091 1.148 -4.996
O 0.546 0.917 -3.931
N -1.058 0.387 -5.531
N 0.212 2.301 -5.616
H -1.478 -0.339 -4.968
H -1.075 0.368 -6.541
H -0.025 2.489 -6.580
H 0.818 2.917 -5.093
C 0.736 -1.796 6.119
O 0.343 -2.848 5.678
N 0.051 -0.712 6.223
N 2.024 -1.712 6.406
H 0.439 0.065 6.739
H -0.767 -0.643 5.635
H 2.520 -2.584 6.293
H 2.381 -0.820 6.718
C -3.656 1.769 4.136
O -3.006 2.782 3.490
C -3.929 3.690 2.879
C -4.989 3.141 1.865
N -4.356 2.436 0.772
C -5.143 1.711 -0.143
C -5.774 0.348 0.325
O -6.687 -0.127 -0.625
C -6.262 -1.066 -1.531
H -4.721 1.766 4.370
H -3.077 1.644 5.052
H -3.440 0.821 3.644
H -3.340 4.526 2.501
H -4.571 4.117 3.649
H -5.767 3.896 1.757
H -5.497 2.277 2.294
H -3.486 1.971 0.987
H -4.589 1.469 -1.050
H -5.945 2.347 -0.517
H -6.355 0.666 1.191
H -4.974 -0.378 0.474
H -7.151 -1.368 -2.085
H -6.062 -2.029 -1.061
H -5.408 -0.795 -2.152
C -0.985 4.002 -2.285
O -0.466 3.455 -1.075
C 0.032 4.320 -0.108
C -0.063 3.747 1.284
N 0.935 2.730 1.567
C 0.752 2.038 2.839
C 2.042 1.192 2.959
O 3.005 2.039 3.596
C 4.288 1.433 3.815
H -1.698 4.819 -2.173
H -1.690 3.287 -2.709
H -0.271 4.333 -3.038
H -0.624 5.190 -0.065
H 1.082 4.487 -0.346
H -1.044 3.283 1.384
H 0.120 4.602 1.935
H 1.855 3.136 1.468
H -0.010 1.284 2.642
H 0.570 2.621 3.742
H 2.412 0.848 1.993
H 1.834 0.322 3.582
H 4.251 0.447 4.278
H 4.892 2.050 4.480
H 4.846 1.268 2.893
C -3.101 -3.589 -3.314
O -3.635 -3.533 -1.978
C -2.821 -4.004 -0.969
C -3.511 -3.501 0.390
N -2.945 -4.198 1.482
C -3.398 -3.619 2.712
C -2.708 -4.510 3.766
O -3.244 -5.846 3.941
C -2.640 -6.589 4.910
H -3.927 -3.465 -4.014
H -2.657 -4.575 -3.451
H -2.439 -2.758 -3.559
H -1.736 -3.926 -0.912
H -3.059 -5.068 -0.973
H -4.590 -3.582 0.255
H -3.271 -2.466 0.634
H -2.965 -5.204 1.390
H -4.456 -3.496 2.945
H -3.020 -2.619 2.923
H -2.872 -3.865 4.629
H -1.630 -4.427 3.627
H -2.937 -7.631 4.790
H -2.893 -6.257 5.917
H -1.556 -6.498 4.836
C 2.952 1.549 -1.261
O 4.176 1.339 -0.534
C 4.568 2.594 0.057
C 5.102 3.646 -0.966
N 6.260 3.216 -1.762
C 6.638 4.178 -2.817
C 7.919 3.719 -3.544
O 8.993 3.915 -2.641
C 10.129 3.033 -2.705
H 3.249 2.019 -2.199
H 2.188 2.028 -0.649
H 2.473 0.634 -1.610
H 5.445 2.456 0.690
H 3.756 3.129 0.549
H 5.377 4.497 -0.342
H 4.313 4.164 -1.511
H 7.064 3.217 -1.152
H 6.838 5.159 -2.386
H 5.963 4.217 -3.671
H 8.088 4.211 -4.502
H 7.830 2.683 -3.872
H 10.920 3.422 -2.065
H 10.522 3.005 -3.721
H 9.787 2.044 -2.401
C 0.671 -7.318 -2.409
O 0.776 -6.234 -3.281
C 1.071 -5.094 -2.448
C 0.979 -3.742 -3.211
N 1.685 -3.724 -4.464
C 1.532 -2.346 -5.064
C 2.148 -2.278 -6.520
O 1.386 -3.213 -7.286
C 0.638 -2.684 -8.360
H 0.446 -8.139 -3.089
H -0.178 -7.286 -1.726
H 1.574 -7.661 -1.904
H 2.097 -4.964 -2.103
H 0.462 -5.082 -1.543
H 1.446 -3.040 -2.520
H -0.035 -3.347 -3.266
H 1.223 -4.343 -5.114
H 2.078 -1.678 -4.398
H 0.507 -1.987 -5.160
H 3.191 -2.575 -6.628
H 2.166 -1.216 -6.766
H -0.437 -2.793 -8.214
H 1.009 -3.095 -9.299
H 0.756 -1.600 -8.373
*
```

Here are the Mulliken charges for atoms 1 to 99, given in e:
1 C 0.77
2 O -0.74
3 N -0.40
4 N -0.19
5 H 0.14
6 H 0.25
7 H 0.03
8 H 0.19
9 C -0.16
10 O -0.89
11 N 0.89
12 N 1.36
13 H -0.23
14 H -0.01
15 H -0.43
16 H -0.20
17 C 0.12
18 O -0.40
19 N 0.12
20 N -0.25
21 H 0.43
22 H -0.59
23 H 0.16
24 H 0.19
25 C 0.58
26 O -0.69
27 N -0.37
28 N -0.42
29 H 0.17
30 H 0.19
31 H 0.16
32 H 0.22
33 C 0.77
34 O -0.76
35 N -0.29
36 N -0.45
37 H 0.16
38 H 0.19
39 H 0.21
40 H 0.15
41 C -0.91
42 O -0.02
43 C -0.79
44 C -0.58
45 N 0.16
46 C -1.17
47 C 0.34
48 O -0.47
49 C -0.50
50 H 0.43
51 H 0.28
52 H 0.12
53 H 0.39
54 H 0.53
55 H 0.43
56 H 0.24
57 H -0.08
58 H 0.24
59 H 0.47
60 H 0.27
61 H -0.12
62 H 0.38
63 H 0.16
64 H 0.24
65 C -1.01
66 O -0.19
67 C -1.23
68 C -0.14
69 N 0.20
70 C 0.07
71 C -0.50
72 O -0.40
73 C -0.73
74 H 0.38
75 H 0.29
76 H 0.28
77 H 0.58
78 H 0.21
79 H -0.20
80 H 0.63
81 H 0.20
82 H 0.06
83 H 0.15
84 H 0.30
85 H 0.25
86 H 0.28
87 H 0.32
88 H 0.19
89 C -0.63
90 O -0.39
91 C -0.70
92 C -0.18
93 N -0.03
94 C -0.14
95 C -0.78
96 O -0.36
97 C -0.71
98 H 0.31
99 H 0.35


Model x:
The following is a DFT calculation (wB97M-V/def2-TZVPD) of a 10-piece molecular cluster, C35H95N15O15 overall.

* M: 966.23 u
* frontier orbital gap: 8.5 eV
* LUMO energy: 0.5 eV

ORCA input file:
```
! wB97M-V def2-TZVPD RIJCOSX def2/J DEFGRID3
* xyz 0 1
C -0.936 -3.214 5.334
O -1.561 -2.371 4.650
N 0.076 -4.020 4.835
N -1.191 -3.347 6.702
H 0.352 -3.989 3.875
H 0.390 -4.814 5.357
H -1.934 -2.753 7.030
H -0.593 -3.909 7.269
C 0.296 -0.734 1.096
O 1.331 -1.278 1.562
N -0.878 -0.680 1.823
N 0.177 -0.512 -0.257
H -1.654 -0.215 1.377
H -0.832 -0.647 2.832
H -0.646 -0.053 -0.620
H 1.030 -0.585 -0.796
C 2.170 -3.719 -0.948
O 2.673 -4.516 -1.780
N 0.897 -3.865 -0.426
N 2.868 -2.611 -0.498
H 0.552 -3.192 0.236
H 0.330 -4.635 -0.711
H 2.496 -1.999 0.229
H 3.854 -2.647 -0.680
C -2.297 0.027 -3.440
O -2.120 -0.357 -2.268
N -2.020 1.322 -3.860
N -2.751 -0.821 -4.444
H -1.411 1.896 -3.283
H -2.226 1.651 -4.781
H -2.816 -0.440 -5.364
H -3.009 -1.767 -4.263
C -4.654 -0.043 5.191
O -4.069 -0.258 6.227
N -5.826 0.709 5.117
N -4.216 -0.575 3.993
H -6.060 1.145 5.992
H -6.514 0.553 4.413
H -3.387 -1.141 4.047
H -4.736 -0.606 3.141
C 4.185 3.950 -4.520
O 4.191 2.801 -3.727
C 2.925 2.635 -3.079
C 2.990 1.464 -2.104
N 2.304 0.245 -2.487
C 3.207 -0.583 -3.308
C 2.454 -1.671 -4.021
O 1.492 -1.073 -4.932
C 0.390 -1.919 -5.082
H 3.349 4.016 -5.227
H 5.112 4.178 -5.042
H 4.075 4.819 -3.837
H 2.169 2.683 -3.867
H 2.841 3.514 -2.417
H 2.506 1.843 -1.195
H 4.040 1.328 -1.852
H 1.487 0.350 -3.087
H 3.922 -1.093 -2.651
H 3.840 0.024 -3.974
H 1.881 -2.279 -3.312
H 3.089 -2.283 -4.669
H 0.648 -2.980 -5.225
H -0.287 -1.676 -5.894
H -0.123 -1.916 -4.109
C -3.266 1.456 1.635
O -2.524 2.346 0.829
C -3.214 2.657 -0.367
C -2.406 3.572 -1.245
N -1.073 3.012 -1.581
C -0.201 4.102 -2.063
C -0.448 4.438 -3.522
O -1.656 5.171 -3.717
C -1.477 6.602 -3.586
H -2.726 1.345 2.568
H -3.418 0.442 1.260
H -4.264 1.900 1.768
H -4.139 3.154 -0.020
H -3.601 1.778 -0.902
H -2.272 4.476 -0.624
H -2.983 3.872 -2.114
H -0.734 2.727 -0.662
H 0.819 3.792 -1.832
H -0.293 5.046 -1.496
H -0.530 3.487 -4.054
H 0.347 4.983 -4.037
H -1.755 6.885 -2.567
H -2.156 6.979 -4.350
H -0.469 6.987 -3.758
C -9.222 -3.150 0.417
O -7.967 -2.515 0.444
C -6.895 -3.399 0.669
C -5.660 -2.971 -0.098
N -4.445 -3.071 0.684
C -4.042 -4.451 0.990
C -2.578 -4.511 1.367
O -2.331 -5.770 1.933
C -0.958 -6.176 2.053
H -10.013 -2.399 0.415
H -9.435 -3.746 1.315
H -9.287 -3.748 -0.498
H -7.197 -4.406 0.356
H -6.730 -3.455 1.752
H -5.776 -1.938 -0.408
H -5.589 -3.565 -1.024
H -3.685 -2.566 0.243
H -4.324 -5.108 0.150
H -4.649 -4.765 1.852
H -2.199 -3.677 1.975
H -1.982 -4.385 0.436
H -0.755 -6.563 1.053
H -1.005 -6.963 2.803
H -0.285 -5.399 2.407
C -4.768 4.197 4.113
O -3.465 4.426 4.613
C -2.559 3.358 4.413
C -1.329 3.650 5.256
N -0.341 2.610 5.289
C -0.741 1.338 5.822
C 0.424 0.389 5.873
O 0.921 0.085 4.598
C 1.935 -0.884 4.670
H -5.304 5.137 4.090
H -5.242 3.513 4.826
H -4.687 3.693 3.146
H -2.332 3.276 3.335
H -3.036 2.374 4.591
H -1.547 3.935 6.288
H -0.990 4.562 4.752
H 0.346 2.584 4.557
H -1.580 0.781 5.370
H -1.023 1.494 6.875
H 0.169 -0.580 6.327
H 1.161 0.830 6.565
H 1.505 -1.900 4.667
H 2.672 -0.770 5.472
H 2.489 -0.936 3.725
C 9.013 1.448 -6.894
O 8.240 0.796 -5.909
C 8.458 1.319 -4.596
C 7.436 0.660 -3.651
N 7.957 -0.519 -3.013
C 6.962 -1.242 -2.231
C 6.570 -0.528 -0.941
O 5.497 -1.326 -0.392
C 5.137 -0.823 0.887
H 10.056 1.468 -6.558
H 8.573 2.394 -7.224
H 9.060 0.838 -7.804
H 8.256 2.400 -4.611
H 9.462 1.128 -4.192
H 6.490 0.568 -4.205
H 7.218 1.471 -2.942
H 8.289 -1.166 -3.723
H 7.404 -2.206 -1.958
H 6.053 -1.561 -2.761
H 6.158 0.484 -1.077
H 7.443 -0.468 -0.277
H 5.034 0.262 0.835
H 5.917 -1.113 1.604
H 4.247 -1.318 1.268
*
```

Here are the Mulliken charges for atoms 1 to 99, given in e:
1 C 0.41
2 O -0.43
3 N -0.32
4 N -0.45
5 H 0.03
6 H 0.19
7 H 0.26
8 H 0.14
9 C 0.11
10 O -0.76
11 N 0.59
12 N 1.02
13 H -0.15
14 H -0.22
15 H -0.37
16 H -0.26
17 C 0.30
18 O -0.78
19 N 0.05
20 N 0.42
21 H 0.03
22 H 0.11
23 H -0.01
24 H 0.20
25 C 0.31
26 O -0.32
27 N -0.12
28 N -0.40
29 H -0.21
30 H 0.23
31 H 0.14
32 H 0.22
33 C 0.57
34 O -0.61
35 N -0.42
36 N 0.06
37 H 0.25
38 H 0.18
39 H -0.05
40 H 0.13
41 C -0.87
42 O -0.21
43 C -0.75
44 C -0.39
45 N 0.38
46 C 0.38
47 C -0.62
48 O -0.43
49 C -0.59
50 H 0.30
51 H 0.27
52 H 0.34
53 H 0.40
54 H 0.62
55 H 0.45
56 H -0.36
57 H -0.02
58 H -0.76
59 H 0.33
60 H 0.13
61 H 0.44
62 H 0.32
63 H 0.24
64 H 0.13
65 C -1.64
66 O -0.08
67 C -0.76
68 C -0.74
69 N 0.38
70 C -0.58
71 C -0.39
72 O -0.37
73 C -0.74
74 H 0.37
75 H 0.45
76 H 0.72
77 H 0.48
78 H 0.22
79 H 0.35
80 H 0.33
81 H 0.02
82 H 0.18
83 H 0.47
84 H 0.14
85 H 0.46
86 H 0.27
87 H 0.26
88 H 0.34
89 C -0.76
90 O -0.36
91 C -0.35
92 C -0.84
93 N 0.18
94 C -0.70
95 C -0.05
96 O -0.39
97 C -0.52
98 H 0.24
99 H 0.31


What are the relative energies? In hartree: model w 0.2140; model x 0.0000.


Model w:
The following is a DFT calculation (wB97M-V/def2-TZVPD) of C2H3NS2 as an isolated structure.

* M: 105.19 u
* frontier orbital gap: 8.8 eV
* LUMO energy: 0.2 eV

ORCA input file:
```
! wB97M-V def2-TZVPD RIJCOSX def2/J DEFGRID3
* xyz 0 1
C -0.074 -1.176 0.085
C 0.518 1.196 -0.281
H -0.213 -0.613 1.400
H 0.055 -2.367 0.063
H 0.823 2.291 0.404
N -0.809 1.150 -0.307
S 1.363 -0.256 -0.704
S -1.663 -0.226 -0.660
*
```

What are the Mulliken partial charges on each atom? They are as follows, in elementary charge units:
1 C -0.59
2 C -0.01
3 H 0.27
4 H 0.33
5 H 0.31
6 N -0.30
7 S -0.07
8 S 0.06


Model x:
The following is a DFT calculation (wB97M-V/def2-TZVPD) of C2H3NS2 as an isolated structure.

* M: 105.19 u
* frontier orbital gap: 6.8 eV
* LUMO energy: -2.3 eV

ORCA input file:
```
! wB97M-V def2-TZVPD RIJCOSX def2/J DEFGRID3
* xyz 0 1
C 0.326 0.808 0.049
C 1.075 -0.395 0.008
H -3.005 -0.420 0.882
H 0.969 1.783 -0.093
H 0.566 -1.338 -0.070
N -1.019 0.809 -0.374
S -1.717 -0.784 -0.214
S 2.806 -0.463 -0.189
*
```

What are the Mulliken partial charges on each atom? They are as follows, in elementary charge units:
1 C 0.16
2 C -0.36
3 H 0.19
4 H 0.30
5 H 0.35
6 N -0.28
7 S -0.21
8 S -0.15


Model y:
The following is a DFT calculation (wB97M-V/def2-TZVPD) of C2H3NS2 as an isolated structure.

* M: 105.19 u
* frontier orbital gap: 9.2 eV
* LUMO energy: 0.5 eV

ORCA input file:
```
! wB97M-V def2-TZVPD RIJCOSX def2/J DEFGRID3
* xyz 0 1
C -0.341 -1.136 0.082
C 0.587 1.155 -0.120
H -0.036 -1.224 1.183
H -0.484 -2.122 -0.176
H 1.356 1.966 0.197
N -0.605 1.480 -0.120
S 1.168 -0.184 -0.551
S -1.644 0.064 -0.495
*
```

What are the Mulliken partial charges on each atom? They are as follows, in elementary charge units:
1 C -0.62
2 C 0.23
3 H 0.27
4 H 0.41
5 H 0.29
6 N -0.38
7 S -0.21
8 S -0.01


What are the relative energies? In hartree: model w 0.0566; model x 0.0684; model y 0.0000.